1.
Density functional theory data (wB97M-V/def2-TZVPD) for 7 unconnected molecules or ions with the total composition C25H30Cl4N6 at a distorted geometry.

```
65
Properties=species:S:1:pos:R:3:forces:R:3:mulliken_charge:R:1
Cl -5.172258 -24.417059 -2.075858 -0.413 0.369 -0.247 -0.10
C -3.735544 -25.103243 -2.802337 0.290 0.231 0.174 0.24
Cl -3.978279 -26.836831 -2.952158 0.208 0.169 -0.347 -0.07
Cl -3.397311 -24.323382 -4.392661 -0.078 -0.500 0.913 -0.02
Cl -2.392403 -24.774345 -1.634072 -0.047 -0.154 -0.827 -0.16
C 1.219965 -27.284875 -4.768190 -0.950 -1.297 0.117 -0.54
C 0.701853 -28.380175 -5.511013 0.421 -0.370 -1.276 -0.50
C -0.377468 -28.914065 -4.910228 -1.922 0.658 2.516 -0.50
N -0.589579 -28.180830 -3.712376 1.533 -0.055 -1.716 0.31
C 0.408518 -27.241526 -3.643854 -0.063 1.079 -0.004 -0.42
H 2.053985 -26.750665 -5.198807 -0.040 0.462 0.906 0.42
H 1.077953 -28.743082 -6.456128 0.110 0.080 0.012 0.38
H -1.145804 -29.646385 -5.109635 0.489 -0.203 -0.476 0.41
H -1.388194 -28.203923 -3.094497 0.164 -0.323 -0.026 0.12
H 0.369889 -26.517747 -2.843195 0.188 -0.013 0.016 0.35
C 1.290484 -23.261246 -3.480630 -0.675 1.223 0.067 -0.29
C 2.250037 -22.481089 -4.172806 -0.097 0.057 -1.339 -0.84
C 1.566709 -21.763279 -5.133523 -0.297 0.875 -0.019 -0.39
N 0.181870 -21.915350 -4.997721 3.125 -1.076 1.484 0.22
C 0.076189 -22.801400 -3.931298 -1.857 -0.188 -0.318 -0.31
H 1.432113 -23.949429 -2.660416 0.009 0.065 -0.120 0.44
H 3.323208 -22.435838 -4.060274 -0.072 -0.275 -0.017 0.40
H 1.948426 -21.074929 -5.873033 0.059 -0.028 0.066 0.38
H -0.479811 -21.283481 -5.425526 -0.273 -0.397 0.154 0.28
H -0.918494 -23.034616 -3.581124 0.109 -0.222 0.013 0.20
C -9.317618 -23.108750 -2.766615 1.455 -0.651 -0.326 -0.44
C -10.312947 -22.231595 -3.178868 -0.269 1.673 -2.354 -0.48
C -9.881677 -21.657941 -4.403780 0.240 -1.202 1.208 -0.47
N -8.614572 -22.195337 -4.728774 -3.453 1.534 1.019 -0.02
C -8.312535 -23.040172 -3.702277 1.426 -0.833 -1.038 -0.29
H -9.223815 -23.831229 -1.969354 -0.427 0.340 0.244 0.39
H -11.273263 -21.976935 -2.755386 0.148 -0.206 0.207 0.38
H -10.423402 -20.997143 -5.064294 0.240 0.034 0.046 0.34
H -8.229324 -21.929553 -5.623782 0.671 -0.616 0.530 0.21
H -7.406705 -23.615679 -3.823356 -0.032 -0.078 0.445 0.38
C -1.349529 -30.519989 -1.238555 -1.309 -0.281 0.524 -0.42
C -2.635795 -29.908209 -1.161801 1.445 4.111 1.385 -0.66
C -2.344212 -28.567773 -0.603344 -1.208 -1.862 -0.963 -0.24
N -1.020901 -28.458550 -0.296720 0.083 -2.586 -1.281 0.18
C -0.444151 -29.672947 -0.693556 1.360 0.668 0.626 -0.72
H -1.167119 -31.545834 -1.522724 0.172 0.138 -0.070 0.45
H -3.635207 -30.243972 -1.395982 0.239 -0.099 -0.126 0.42
H -2.967524 -27.699138 -0.450525 -0.282 -0.272 0.112 0.35
H -0.473214 -27.647929 -0.045658 -0.473 -0.138 0.040 0.25
H 0.586800 -29.904051 -0.469706 0.030 0.299 -0.159 0.42
C -2.140073 -20.394402 -7.076025 1.666 3.169 -2.380 -0.88
C -2.769355 -21.547515 -6.700587 -1.381 0.221 1.455 0.00
C -2.085193 -22.586291 -7.231427 -0.961 -0.442 0.473 -0.85
N -1.088080 -22.054403 -7.971405 0.095 -2.179 -0.974 0.05
C -1.152360 -20.692713 -8.029280 0.084 -1.272 1.398 -0.23
H -2.333208 -19.361514 -6.826574 -0.538 -0.131 0.086 0.37
H -3.680626 -21.482284 -6.124625 0.130 -0.664 0.200 0.44
H -2.390748 -23.615907 -7.117738 0.802 -0.153 -0.364 0.43
H -0.430635 -22.712293 -8.365155 0.175 0.695 -0.449 0.20
H -0.498346 -20.243712 -8.762131 -0.077 0.693 0.590 0.41
C -3.763528 -27.274336 2.671631 0.511 0.304 -0.895 -0.24
C -4.875725 -26.868378 1.904901 0.613 2.224 0.099 -0.26
C -4.510983 -25.660115 1.219454 0.876 -2.047 1.157 -0.85
N -3.139017 -25.493745 1.502983 -1.500 0.716 -0.812 0.13
C -2.700437 -26.429880 2.347724 -0.218 -1.783 1.141 -0.70
H -3.825766 -28.145459 3.306981 0.549 0.128 0.030 0.39
H -5.809568 -27.370534 2.110291 -0.339 0.471 -0.728 0.41
H -5.039455 -24.942888 0.608953 0.080 -0.277 0.117 0.44
H -2.530201 -24.774062 1.140370 -0.459 -0.054 -0.014 0.24
H -1.657990 -26.524111 2.613862 -0.088 0.236 0.094 0.42
```
Positions in Å, forces in eV/Å.

Values from the calculation:
Charge: 0
HOMO energy (eV): -7.943
SMILES: ClC(Cl)(Cl)Cl.c1cc[nH]c1.c1cc[nH]c1.c1cc[nH]c1.c1cc[nH]c1.c1cc[nH]c1.c1cc[nH]c1
2S+1: 1
ΔE to the lowest compared entry with this formula, charge and spin (kJ/mol): 194.4


2.
Density functional theory data (wB97M-V/def2-TZVPD) for 4 unconnected molecules or ions with the total composition C25H30INO2.

```
59
Properties=species:S:1:pos:R:3:forces:R:3:mulliken_charge:R:1
O -3.649436 4.071121 0.283075 0.075 -0.129 -0.076 -0.62
C -2.718103 4.386378 -0.413970 -0.347 0.132 -0.007 0.05
N -2.826813 5.263033 -1.504162 0.472 -0.726 -0.212 -0.22
C -1.533793 5.340127 -2.198358 -0.207 0.125 -0.002 -0.98
C -0.567337 5.039421 -1.052756 -0.065 0.249 0.098 0.68
O 0.749881 4.712046 -1.422016 -0.023 -0.189 -0.085 -0.56
C -1.275156 3.925114 -0.295656 0.110 0.049 0.071 0.44
C -1.078436 2.553724 -0.954323 0.021 -0.126 0.025 -1.11
C -2.117883 1.508517 -0.543222 -0.007 0.090 0.043 -0.52
C -1.608706 0.107809 -0.835458 0.142 -0.056 0.004 -1.17
I -3.173543 -1.305804 -1.139409 -0.163 -0.065 -0.003 -0.03
H -3.631671 5.051169 -2.078228 -0.196 0.440 0.117 0.33
H -1.455912 4.607354 -3.007365 0.097 -0.023 0.032 0.43
H -1.364117 6.335498 -2.610196 -0.057 0.026 -0.022 0.43
H -0.583867 5.926839 -0.405696 0.218 -0.003 -0.031 -0.43
H 0.979181 5.152715 -2.245077 0.012 0.087 0.032 0.36
H -0.976659 3.866407 0.749565 -0.080 0.056 0.061 0.51
H -1.074257 2.654762 -2.042730 -0.015 -0.037 -0.005 0.19
H -0.079703 2.202943 -0.687577 0.038 0.054 0.006 0.40
H -2.345212 1.608979 0.518825 -0.056 -0.055 0.019 0.35
H -3.056618 1.687889 -1.066553 -0.007 0.037 -0.020 0.54
H -1.027893 -0.295681 -0.010849 0.080 0.047 -0.010 0.49
H -1.003930 0.062490 -1.737993 -0.054 0.032 -0.040 0.53
C 1.179549 -6.398486 0.706844 0.021 -0.032 0.002 -0.41
C -0.138887 -6.623206 0.334643 0.001 0.004 -0.004 -0.40
C -0.971591 -5.550283 0.048620 -0.006 -0.005 -0.004 -0.49
C -0.487750 -4.252038 0.134409 0.013 -0.012 0.004 0.20
C 0.830808 -4.028573 0.506466 0.002 0.013 -0.001 -0.41
C 1.664649 -5.100778 0.792837 0.001 -0.007 -0.005 -0.40
H 1.828392 -7.236111 0.931684 -0.007 0.001 0.012 0.47
H -0.517082 -7.635607 0.269292 -0.001 0.000 0.003 0.37
H -2.000102 -5.724060 -0.241343 0.000 0.002 0.000 0.37
H -1.142151 -3.419764 -0.091368 0.017 -0.007 0.007 -0.02
H 1.210327 -3.016566 0.574861 -0.001 -0.001 -0.001 0.34
H 2.692534 -4.925568 1.084703 -0.001 0.001 0.003 0.37
C -1.635010 10.512987 2.235501 0.002 0.001 0.002 -0.39
C -2.932497 10.202643 1.850967 -0.008 0.001 -0.004 -0.42
C -3.192510 9.017431 1.177481 0.016 0.022 0.011 -0.45
C -2.154302 8.142227 0.888864 -0.029 -0.014 -0.015 0.02
C -0.857339 8.452149 1.273917 -0.006 -0.015 -0.013 -0.33
C -0.597123 9.638023 1.947326 0.005 0.000 0.001 -0.50
H -1.433019 11.437010 2.761990 0.000 -0.001 -0.002 0.36
H -3.741622 10.885123 2.077734 0.002 -0.001 0.001 0.35
H -4.203277 8.771517 0.878592 0.000 -0.002 0.003 0.38
H -2.369531 7.220789 0.362204 -0.001 -0.001 0.001 0.22
H -0.046200 7.768627 1.052441 0.005 0.008 0.009 0.32
H 0.414144 9.879195 2.249032 -0.001 -0.001 0.000 0.35
C 3.297779 -9.859141 -0.522997 -0.008 0.003 0.000 -0.37
C 4.211752 -8.873584 -0.176793 -0.009 0.038 -0.001 -0.33
C 5.415459 -9.220271 0.421081 -0.005 -0.009 0.004 -0.42
C 5.705628 -10.554250 0.671688 0.001 -0.002 0.005 -0.36
C 4.791909 -11.540281 0.325653 0.000 -0.001 0.001 -0.38
C 3.587907 -11.192978 -0.271323 -0.003 -0.002 0.000 -0.38
H 2.360003 -9.586088 -0.990566 0.001 0.002 0.001 0.38
H 3.983835 -7.833486 -0.374659 0.008 -0.002 -0.010 0.45
H 6.127022 -8.450846 0.692190 0.001 -0.001 -0.005 0.36
H 6.644273 -10.825857 1.137490 -0.001 0.000 0.000 0.35
H 5.018233 -12.580489 0.521945 0.000 0.001 -0.001 0.35
H 2.875771 -11.962259 -0.541277 0.001 0.001 0.000 0.36
```
Positions in Å, forces in eV/Å.

Values from the calculation:
Charge: 0
HOMO energy (eV): -9.307
SMILES: O=C1NC[C@H](O)[C@@H]1CCCI.c1ccccc1.c1ccccc1.c1ccccc1
2S+1: 1


| no. | calculated total energy (a.u.) | E_LUMO (hartree) |
| --- | --- | --- |
| 1 | -3139.7813 | -0.0079 |
| 2 | -1473.5571 | 0.0135 |